1.
# C54H138N8O19

11 unconnected molecules or ions with the total composition C54H138N8O19 (wB97M-V/def2-TZVPD, the Open Molecules 2025 dataset).

Summary:
SMILES string   COCCNCCOC.COCCNCCOC.COCCNCCOC.COCCNCCOC.COCCNCCOC.COCCNCCOC.COCCNCCOC.COCCNCCOC.CCO.CCO.CCO
Orbital gap   8.35 eV
ΔE to the lowest compared entry with this formula, charge and spin   735.6 kJ/mol
2S+1   1
Total charge   0

Geometry (Å):
H  13.28  4.24  -5.85
C  -13.40  0.00  -3.70
O  0.64  0.73  2.91
H  9.78  1.79  -8.13
H  -8.32  6.76  -3.81
H  -2.00  5.77  -7.03
H  7.69  -1.93  6.76
H  4.47  -6.22  3.58
C  -1.97  -4.39  -9.84
H  0.67  -6.93  1.10
H  -3.89  5.79  1.90
H  -3.79  4.13  -7.57
H  -11.03  3.04  3.54
C  0.68  -7.60  1.96
C  -5.80  5.30  1.16
C  0.94  -4.95  -5.51
H  8.00  4.53  1.60
H  1.30  -2.53  -6.18
C  -6.83  -0.26  -2.14
O  -3.75  -4.80  7.33
H  -5.25  6.31  -4.65
H  -3.15  -4.83  -8.19
C  -1.60  -4.83  8.49
H  -0.31  -1.95  -5.73
O  12.90  2.33  -6.59
N  -1.78  -3.51  -7.42
H  -1.16  -5.25  -12.30
O  -9.39  2.57  2.28
C  11.68  6.04  3.56
H  5.83  -8.43  4.70
H  -12.86  0.47  -2.87
H  -6.72  2.88  2.11
H  -5.06  -3.54  6.60
H  3.01  -6.98  1.78
H  -9.37  7.76  -4.93
H  2.74  2.11  0.98
H  5.79  -1.14  8.12
C  -2.72  5.46  -6.27
H  5.60  1.14  8.48
N  -1.29  -6.11  9.23
O  -8.21  -0.41  -1.90
H  1.27  1.47  0.67
C  -0.59  -8.36  9.30
C  -5.80  5.67  -5.34
H  6.00  6.17  0.57
C  0.25  -2.80  -6.14
N  -11.16  -0.71  -4.30
H  2.91  -8.65  4.20
H  7.31  -0.36  8.83
H  -3.56  -3.03  6.03
H  -0.02  1.40  3.12
H  8.94  6.26  4.16
H  -6.00  7.32  -6.79
H  -0.09  -2.35  -8.21
H  11.49  6.56  1.41
H  -6.22  -0.05  -1.27
H  -1.48  -5.43  -8.01
O  -1.50  -9.23  8.60
H  -14.79  2.62  -5.50
C  10.94  6.08  2.22
H  -12.86  -1.33  -5.29
H  -0.42  3.50  -6.36
H  -0.58  -7.20  7.45
O  9.39  -0.62  -3.90
C  -4.09  4.98  -6.95
H  2.15  -5.60  2.68
C  -4.54  4.31  8.53
H  4.81  -10.75  4.26
C  -4.01  -3.51  6.91
H  8.08  0.11  -2.59
C  1.76  2.07  1.45
H  8.74  -0.02  -7.29
C  13.77  3.32  -6.17
H  -0.66  -4.34  8.23
C  -2.43  -5.05  7.15
C  9.40  -0.17  -6.44
H  -8.11  3.07  3.87
H  -14.34  -0.31  -3.24
H  0.57  -6.81  8.70
H  10.16  4.25  2.37
C  10.69  1.63  -7.55
C  -6.61  6.60  -6.26
H  -2.99  5.54  9.13
O  1.34  -7.31  3.12
H  14.26  3.61  -7.10
C  8.48  -0.87  -2.83
H  0.89  -5.30  -6.55
H  11.61  7.05  3.97
H  9.03  -1.29  -1.99
H  -8.91  0.71  -3.46
H  10.85  1.29  -5.52
C  9.80  4.71  0.40
O  -0.65  -4.99  -10.24
O  5.62  -10.64  6.12
C  -0.49  -7.04  8.53
C  -12.55  -1.18  -4.25
H  10.07  6.73  2.34
H  0.54  -5.52  -11.91
C  2.53  -6.62  2.69
C  -10.51  -0.68  -2.98
H  -8.53  -0.97  -3.91
H  -5.00  7.29  1.70
C  -8.60  6.98  -4.84
H  14.26  2.97  -5.26
H  -10.71  -1.59  -2.40
H  6.71  -0.91  5.80
H  9.84  3.73  -0.08
H  -2.63  -5.01  -10.46
C  6.61  -0.43  8.01
H  -2.62  -9.74  10.34
H  6.63  -12.23  5.26
N  -6.42  4.90  2.43
H  10.05  -1.03  -6.63
O  0.04  -3.86  -5.25
H  -2.65  -10.96  9.03
H  11.32  0.85  -7.97
H  8.96  5.18  5.54
O  10.84  5.28  4.54
O  -4.10  6.54  0.06
C  -2.09  -4.58  -8.31
C  -4.65  6.32  1.34
C  -14.68  1.94  -4.65
C  3.59  -6.81  3.82
H  6.64  7.79  0.73
H  -1.98  -4.41  6.38
N  10.24  1.05  -6.28
H  -1.95  -4.01  9.10
H  -8.93  6.10  -5.38
H  -14.36  2.59  -3.84
H  -1.25  -10.71  10.01
O  -13.63  0.90  -4.88
H  -10.14  1.64  3.90
C  6.80  6.75  1.04
H  -2.48  7.61  -0.80
C  4.64  -10.21  5.20
H  -2.33  -6.06  6.76
C  1.84  1.46  2.82
H  -4.00  -2.88  7.80
C  4.81  -8.71  4.97
H  -4.23  6.51  8.43
H  -5.62  4.27  8.36
N  10.66  4.70  1.62
C  -3.05  7.46  0.12
H  -3.24  8.48  0.46
H  -5.32  4.53  0.57
N  -5.11  4.57  -6.03
H  -0.40  -7.71  2.07
C  -0.86  4.15  -5.60
C  -0.34  -4.93  -11.65
H  1.99  -4.65  -5.46
H  11.16  3.58  -6.77
H  3.01  -6.57  4.71
H  -2.29  6.97  0.73
H  -4.33  5.70  -7.73
C  -0.35  -3.14  -7.51
H  -1.01  -8.21  10.30
O  -3.98  4.19  7.28
H  -4.50  4.50  6.53
H  -9.22  4.31  3.34
H  -6.71  0.59  -2.81
H  4.65  -8.25  5.94
C  8.61  -0.57  -5.14
H  6.74  6.63  2.12
H  0.26  -9.04  9.32
H  -2.05  -3.32  -10.01
H  -4.35  5.72  10.12
H  -6.98  5.66  2.78
H  -6.57  5.09  -4.82
H  9.87  6.70  5.51
C  -4.07  5.64  9.07
C  5.85  -12.04  6.00
H  -2.05  -6.64  9.63
C  11.72  2.81  -7.31
H  -1.85  -3.88  -6.49
C  7.29  -0.91  6.72
H  8.12  -0.23  6.57
H  -6.67  5.75  0.68
H  1.31  3.06  1.54
C  8.30  4.98  0.65
H  0.68  -5.86  -4.97
H  6.22  -12.28  7.00
H  8.07  -1.50  -5.29
O  6.14  0.88  7.73
H  -10.88  0.13  -2.35
H  0.97  -8.53  1.47
C  9.58  5.83  4.93
C  -2.06  -10.18  9.51
H  -11.26  1.54  2.56
C  -8.93  -0.33  -3.13
H  10.20  5.36  -0.38
C  -8.57  3.51  2.99
H  -0.23  -3.90  -11.99
C  -10.54  2.19  3.05
H  -2.97  6.25  -5.57
H  -0.26  5.04  -5.39
H  2.14  2.02  3.71
H  2.63  0.71  2.86
H  -7.79  3.88  1.07
H  -0.63  3.66  -4.65
H  -12.51  -2.13  -3.71
H  0.23  -4.01  -7.81
H  7.82  0.16  -4.97
O  -2.27  4.36  -5.55
H  4.94  -12.54  5.66
H  -4.47  4.17  -5.36
H  -7.17  6.09  -7.04
H  -11.08  0.15  -4.82
O  8.08  6.37  0.63
O  -7.51  7.50  -5.59
H  3.67  -10.53  5.57
H  7.60  -1.49  -3.02
H  -6.31  -1.11  -2.61
H  11.92  3.25  -8.28
N  3.82  -8.28  4.00
C  -7.33  3.78  2.05
H  12.72  5.73  3.47
H  7.69  4.57  -0.16
H  -4.33  3.38  9.05
H  -15.60  1.48  -4.31

Results of the Löwdin charge analysis, in e, for atoms 1 through 8:
1. H 0.08
2. C -0.17
3. O -0.09
4. H 0.11
5. H 0.08
6. H 0.12
7. H 0.07
8. H 0.12

2.
# C28H76N8O8

8 unconnected molecules or ions with the total composition C28H76N8O8 (wB97M-V/def2-TZVPD, the Open Molecules 2025 dataset).

Summary:
SMILES string   COC[C@H](C)N.COC[C@H](C)N.COC[C@H](C)N.COC[C@H](C)N.COC[C@H](C)N.COC[C@H](C)N.CC(N)=O.CC(N)=O
Orbital gap   9.35 eV
2S+1   1
Total charge   0

Geometry (Å):
H  -3.91  -4.28  -2.72
H  2.20  -1.96  5.36
H  0.52  5.00  0.13
H  -5.22  -2.32  0.30
H  -6.55  -4.37  -2.80
C  0.67  -4.00  -3.77
C  -0.40  0.73  -0.16
C  4.61  6.41  4.06
H  -0.65  0.56  -5.04
N  -0.15  -0.12  -5.64
C  1.53  -2.17  3.42
H  3.08  -3.32  4.48
H  1.45  -0.15  3.01
H  -5.36  -1.59  -2.89
H  0.29  -3.63  0.28
H  3.48  -1.73  4.15
H  -6.35  -1.02  3.49
C  2.38  2.08  1.94
H  -0.54  -6.88  0.92
H  1.23  -1.73  -5.48
H  2.00  -1.30  -3.12
H  0.91  0.15  -3.10
H  2.80  1.97  -2.71
H  1.44  6.14  -0.76
H  -2.32  1.54  -0.25
C  3.18  4.21  -1.67
H  4.40  2.91  -0.52
C  -1.61  1.24  -0.99
H  2.86  1.50  -1.17
C  0.41  -3.21  3.58
H  0.03  -0.94  3.18
H  2.10  1.96  2.91
H  5.11  3.71  -3.39
H  0.52  0.37  -6.23
H  0.33  3.88  4.52
N  4.29  6.05  1.64
H  -5.23  0.23  3.60
H  -1.68  -0.36  1.03
C  -5.85  -0.28  2.88
C  0.57  4.96  4.47
O  1.99  5.02  4.28
O  -0.13  -3.41  2.25
H  5.68  6.36  3.77
O  -0.25  -6.22  -1.53
O  2.36  4.30  -0.50
H  1.82  -2.45  2.42
N  0.93  -0.82  3.53
C  -4.04  -3.20  -2.62
H  3.36  1.57  1.75
H  -1.15  -2.55  -4.74
H  -2.08  -3.14  3.02
C  0.29  1.70  0.82
N  -5.38  -2.66  -4.64
H  0.05  5.46  3.58
C  -6.54  -3.32  -2.61
C  1.47  -0.54  -3.72
H  -1.10  -1.24  -3.44
H  -6.56  -3.24  -1.53
C  0.36  -6.28  0.69
O  -3.79  -0.66  1.67
H  4.27  4.60  3.13
H  3.82  5.46  0.97
H  1.72  -3.80  -3.95
H  -1.42  2.15  -1.54
H  -4.46  -2.71  -4.98
C  -0.51  -1.98  -4.04
N  -0.82  -0.49  0.51
H  -3.18  -2.64  -3.03
H  0.71  4.79  -1.61
O  0.05  -2.88  -3.09
N  -5.63  -1.87  1.12
C  -4.97  -0.94  1.88
H  0.07  -4.11  -4.66
H  2.43  3.11  1.62
C  5.32  3.30  -2.41
H  -5.77  -3.56  -4.97
H  -1.86  -3.74  1.42
H  6.00  2.49  -2.59
H  2.24  0.13  -4.17
H  0.95  -7.11  0.22
H  -6.67  0.34  2.42
H  6.02  4.08  -1.86
H  -1.96  -2.72  -1.17
H  0.38  0.40  -0.86
H  0.19  2.72  0.47
H  0.05  -3.83  -1.45
H  0.43  -4.88  -3.14
H  -7.49  -2.94  -3.10
N  0.25  -4.22  -0.57
H  -0.12  -0.83  1.20
C  -5.33  -2.64  -3.17
H  5.33  5.93  1.59
H  0.82  -5.70  1.44
H  0.66  -4.27  3.93
C  0.59  -1.13  -4.79
H  4.55  5.97  5.04
H  -6.61  -2.00  1.28
H  -2.85  -2.19  0.21
N  3.45  1.84  -1.91
C  4.12  3.03  -1.56
H  4.19  7.45  4.23
C  2.63  -2.34  4.43
H  -2.03  0.45  -1.59
C  -2.79  -2.17  -0.83
O  -4.08  -2.84  -1.21
C  2.36  5.64  3.01
C  0.08  -5.55  -0.55
C  -1.46  -3.85  2.40
H  2.55  4.09  -2.58
O  1.65  1.40  0.93
H  -0.28  1.76  1.83
C  3.86  5.60  2.98
H  2.07  6.67  2.93
H  2.07  5.10  2.14
H  0.21  5.30  5.42
H  -0.34  -2.86  4.27
C  1.21  5.04  -0.71
H  -2.77  -1.18  -1.22
H  -1.54  -4.87  2.69
H  3.79  5.10  -1.80

Results of the Löwdin charge analysis, in e, for atoms 1 through 8:
1. H 0.14
2. H 0.09
3. H 0.08
4. H 0.07
5. H 0.07
6. C -0.06
7. C -0.38
8. C -0.06